Entry 1:
DFT (ωB97M-V/def2-TZVPD) results for C72H51BrI4N7O3TcTe as an isolated structure in a non-equilibrium geometry.

CARTESIAN COORDINATES (ANGSTROEM)
1 Tc -0.751 -0.128 -0.948
2 I 3.227 -5.124 -8.140
3 C 2.211 -4.253 -6.546
4 C 2.273 -2.880 -6.355
5 C 1.590 -2.309 -5.295
6 C 0.847 -3.089 -4.412
7 C 0.786 -4.461 -4.628
8 C 1.463 -5.045 -5.686
9 C 0.152 -2.412 -3.289
10 C -0.859 -1.494 -3.623
11 C -1.508 -1.474 -4.907
12 C -2.539 -0.609 -4.821
13 C -2.484 -0.011 -3.513
14 C -3.213 1.091 -3.119
15 C -4.326 1.596 -3.963
16 C -5.620 1.599 -3.449
17 C -6.685 2.058 -4.204
18 C -6.460 2.523 -5.493
19 I -8.058 3.194 -6.645
20 C -5.176 2.544 -6.016
21 C -4.117 2.083 -5.249
22 C -2.919 1.798 -1.932
23 N -2.004 1.430 -1.048
24 C -2.030 2.386 0.055
25 C -2.576 1.721 1.282
26 C -3.595 2.454 2.080
27 C -3.301 3.503 2.939
28 C -4.320 4.154 3.618
29 C -5.637 3.769 3.425
30 I -7.167 4.765 4.427
31 C -5.945 2.718 2.573
32 C -4.922 2.062 1.909
33 C -2.324 0.429 1.619
34 C -2.672 -0.167 2.888
35 C -2.066 -1.370 2.950
36 C -1.376 -1.560 1.698
37 N -1.551 -0.511 0.897
38 C -0.581 -2.716 1.389
39 C 0.011 -2.936 0.179
40 C 0.780 -4.117 -0.203
41 C 1.046 -4.002 -1.509
42 C 0.417 -2.768 -1.980
43 N -0.081 -2.087 -0.919
44 C -0.499 -3.783 2.426
45 C -1.091 -5.020 2.197
46 C -1.027 -6.024 3.150
47 C -0.370 -5.790 4.348
48 I -0.269 -7.292 5.785
49 C 0.219 -4.558 4.598
50 C 0.148 -3.563 3.637
51 C -2.953 3.468 -0.402
52 C -3.500 3.094 -1.555
53 N -1.487 -0.624 -2.783
54 H 2.851 -2.260 -7.025
55 H 1.641 -1.237 -5.143
56 H 0.171 -5.083 -3.990
57 H 1.400 -6.111 -5.845
58 H -1.238 -2.091 -5.746
59 H -3.273 -0.390 -5.575
60 H -5.797 1.234 -2.446
61 H -7.683 2.050 -3.793
62 H -4.997 2.928 -7.009
63 H -3.112 2.132 -5.649
64 H -2.282 3.799 3.134
65 H -4.073 4.951 4.305
66 H -6.969 2.406 2.433
67 H -5.154 1.236 1.250
68 H -3.255 0.318 3.649
69 H -2.083 -2.075 3.760
70 H 1.057 -4.917 0.458
71 H 1.604 -4.691 -2.116
72 H -1.608 -5.199 1.263
73 H -1.491 -6.981 2.960
74 H 0.727 -4.375 5.532
75 H 0.603 -2.603 3.834
76 H -3.135 4.371 0.151
77 H -4.220 3.630 -2.146
78 Br 2.388 3.455 -6.617
79 C 3.064 2.389 -5.221
80 C 4.437 2.179 -5.111
81 N 4.982 1.435 -4.159
82 C 4.173 0.869 -3.273
83 C 2.791 1.028 -3.304
84 C 2.217 1.807 -4.302
85 C 1.928 0.387 -2.289
86 O 2.502 -0.415 -1.452
87 O 0.713 0.605 -2.288
88 H 5.114 2.632 -5.823
89 H 4.636 0.269 -2.502
90 H 1.145 1.944 -4.347
91 C 2.144 0.081 4.770
92 C 2.118 1.601 4.683
93 N 0.854 2.175 5.108
94 C 0.585 2.192 6.544
95 C -0.553 1.263 6.935
96 C 0.004 2.891 4.324
97 O -0.873 3.581 4.833
98 C 0.105 2.878 2.842
99 C -0.104 4.138 2.165
100 C -0.331 4.146 0.848
101 C -0.489 2.839 0.142
102 N 0.279 1.763 0.708
103 C 0.313 1.778 2.056
104 H 3.115 -0.296 4.448
105 H 1.360 -0.363 4.153
106 H 1.981 -0.255 5.793
107 H 2.346 1.948 3.675
108 H 2.903 2.005 5.331
109 H 0.349 3.214 6.840
110 H 1.509 1.898 7.044
111 H -1.465 1.549 6.415
112 H -0.738 1.326 8.006
113 H -0.319 0.227 6.691
114 H -0.059 5.052 2.743
115 H -0.462 5.062 0.290
116 H -0.220 2.940 -0.914
117 H 0.573 0.836 2.538
118 Te 1.891 -0.404 0.552
119 C 3.043 -2.183 0.581
120 C 3.095 -2.759 1.842
121 C 3.846 -3.909 2.047
122 C 4.528 -4.483 0.986
123 C 4.459 -3.914 -0.280
124 C 3.717 -2.761 -0.486
125 C 3.569 0.914 0.729
126 C 3.399 2.275 0.963
127 C 4.511 3.107 1.003
128 C 5.782 2.595 0.810
129 C 5.948 1.238 0.574
130 C 4.848 0.397 0.532
131 H 2.546 -2.328 2.668
132 H 3.889 -4.359 3.029
133 H 5.112 -5.378 1.141
134 H 4.983 -4.371 -1.108
135 H 3.656 -2.320 -1.474
136 H 2.417 2.705 1.091
137 H 4.369 4.163 1.184
138 H 6.642 3.248 0.840
139 H 6.935 0.829 0.419
140 H 5.004 -0.656 0.351

The calculation puts the HOMO-LUMO gap (spin up / spin down) at 4.8726 / 5.0840 eV. As for the molecular weight: 1875.366 g/mol. As for the spin multiplicity: 2. The total charge is +1. Its HOMO energy (spin up / spin down) is -9.2556 / -9.4012 eV.

Entry 2:
DFT (ωB97M-V/def2-TZVPD) results for a 12-piece molecular cluster, C72H60F12 overall in a non-equilibrium geometry.

CARTESIAN COORDINATES (ANGSTROEM)
1 F 2.436 6.189 -0.482
2 C 1.207 5.625 -0.285
3 C 0.896 4.439 -0.880
4 C -0.303 3.862 -0.534
5 C -1.253 4.586 0.232
6 C -0.913 5.791 0.783
7 C 0.380 6.310 0.564
8 H 1.704 4.070 -1.533
9 H -0.634 2.889 -0.929
10 H -2.176 4.167 0.537
11 H -1.567 6.429 1.341
12 H 0.644 7.280 0.836
13 F -1.165 1.591 2.046
14 C -0.621 0.996 0.936
15 C -1.519 0.728 -0.052
16 C -0.995 0.320 -1.257
17 C 0.374 0.202 -1.423
18 C 1.238 0.533 -0.394
19 C 0.721 0.909 0.837
20 H -2.555 0.914 0.095
21 H -1.660 0.069 -2.055
22 H 0.778 -0.037 -2.386
23 H 2.301 0.560 -0.586
24 H 1.405 1.208 1.575
25 F -6.051 -4.511 -2.717
26 C -5.149 -3.830 -1.955
27 C -5.362 -3.689 -0.565
28 C -4.372 -3.076 0.196
29 C -3.289 -2.456 -0.354
30 C -3.156 -2.557 -1.761
31 C -3.985 -3.343 -2.534
32 H -6.298 -4.009 -0.099
33 H -4.515 -2.893 1.285
34 H -2.651 -1.880 0.311
35 H -2.337 -2.135 -2.313
36 H -3.854 -3.524 -3.534
37 F -1.868 -3.204 6.343
38 C -1.060 -2.183 5.823
39 C 0.147 -2.523 5.300
40 C 0.935 -1.504 4.836
41 C 0.504 -0.150 4.880
42 C -0.758 0.139 5.421
43 C -1.563 -0.908 5.873
44 H 0.404 -3.582 5.163
45 H 1.880 -1.805 4.517
46 H 1.047 0.675 4.438
47 H -1.179 1.145 5.446
48 H -2.565 -0.697 6.202
49 F 3.557 -2.398 -0.726
50 C 3.836 -3.719 -0.500
51 C 5.098 -4.115 -0.197
52 C 5.296 -5.441 0.202
53 C 4.285 -6.334 0.098
54 C 3.022 -5.910 -0.363
55 C 2.788 -4.579 -0.583
56 H 5.902 -3.387 -0.271
57 H 6.251 -5.773 0.565
58 H 4.429 -7.377 0.283
59 H 2.170 -6.582 -0.371
60 H 1.775 -4.210 -0.739
61 F 2.403 -1.952 -6.950
62 C 1.928 -2.274 -5.734
63 C 0.607 -1.961 -5.526
64 C 0.098 -2.279 -4.276
65 C 0.941 -2.818 -3.288
66 C 2.212 -3.170 -3.590
67 C 2.759 -2.870 -4.850
68 H -0.014 -1.535 -6.383
69 H -0.938 -1.977 -4.044
70 H 0.462 -3.084 -2.332
71 H 2.784 -3.654 -2.817
72 H 3.694 -3.298 -5.123
73 F -4.741 1.944 -0.069
74 C -5.271 1.728 -1.301
75 C -4.768 0.623 -2.003
76 C -5.296 0.379 -3.232
77 C -6.361 1.107 -3.762
78 C -6.750 2.250 -3.048
79 C -6.212 2.533 -1.792
80 H -4.085 -0.021 -1.526
81 H -5.121 -0.531 -3.759
82 H -6.843 0.858 -4.675
83 H -7.480 2.970 -3.347
84 H -6.619 3.297 -1.177
85 F 2.436 1.661 -4.010
86 C 3.424 1.588 -3.067
87 C 4.023 0.343 -2.855
88 C 4.884 0.164 -1.774
89 C 5.144 1.227 -0.935
90 C 4.666 2.496 -1.241
91 C 3.813 2.667 -2.295
92 H 3.791 -0.383 -3.596
93 H 5.232 -0.840 -1.612
94 H 5.796 1.039 -0.097
95 H 4.968 3.384 -0.690
96 H 3.327 3.612 -2.452
97 F 6.016 4.152 3.840
98 C 4.742 3.766 3.742
99 C 4.243 2.926 4.667
100 C 2.855 2.724 4.693
101 C 2.066 3.205 3.677
102 C 2.683 3.957 2.651
103 C 3.964 4.352 2.732
104 H 4.862 2.495 5.492
105 H 2.412 2.170 5.513
106 H 1.019 2.982 3.741
107 H 2.027 4.298 1.843
108 H 4.343 5.092 2.034
109 F -2.611 3.084 -2.416
110 C -2.367 2.662 -3.652
111 C -1.162 2.016 -3.952
112 C -0.966 1.589 -5.271
113 C -1.954 1.754 -6.236
114 C -3.111 2.380 -5.859
115 C -3.343 2.874 -4.616
116 H -0.413 1.811 -3.210
117 H -0.085 1.020 -5.499
118 H -1.799 1.381 -7.240
119 H -3.852 2.658 -6.604
120 H -4.219 3.434 -4.427
121 F 5.947 0.227 3.975
122 C 5.174 -0.740 3.544
123 C 4.127 -0.447 2.738
124 C 3.314 -1.462 2.255
125 C 3.556 -2.773 2.607
126 C 4.589 -3.077 3.540
127 C 5.426 -2.057 3.953
128 H 3.942 0.608 2.456
129 H 2.488 -1.235 1.573
130 H 2.970 -3.571 2.178
131 H 4.678 -4.063 4.026
132 H 6.144 -2.314 4.716
133 F -6.432 1.275 2.572
134 C -5.612 0.318 3.039
135 C -6.237 -0.775 3.524
136 C -5.491 -1.791 4.113
137 C -4.096 -1.792 3.902
138 C -3.494 -0.674 3.278
139 C -4.224 0.402 2.916
140 H -7.296 -0.730 3.644
141 H -5.895 -2.657 4.609
142 H -3.532 -2.647 4.246
143 H -2.436 -0.664 3.048
144 H -3.885 1.329 2.540

The SMILES is Fc1ccccc1.Fc1ccccc1.Fc1ccccc1.Fc1ccccc1.Fc1ccccc1.Fc1ccccc1.Fc1ccccc1.Fc1ccccc1.Fc1ccccc1.Fc1ccccc1.Fc1ccccc1.Fc1ccccc1. The calculation puts the HOMO-LUMO gap at 9.4732 eV. As for the molecular weight: 1153.248 g/mol. The total charge is 0. The calculation puts the energy above the lowest of the compared OMol25 structures with the same formula, charge and spin at 2.025 eV. Its HOMO energy is -9.0774 eV.

Entry 3:
DFT (ωB97M-V/def2-TZVPD) results for C72H64Cl3GeI4N4O2SeTi as an isolated structure.

CARTESIAN COORDINATES (ANGSTROEM)
1 Ti 1.377 -0.529 0.489
2 I 3.678 8.601 2.092
3 C 3.396 6.544 1.799
4 C 2.551 6.104 0.795
5 C 2.366 4.740 0.613
6 C 2.999 3.810 1.436
7 C 3.868 4.287 2.418
8 C 4.068 5.646 2.609
9 C 2.763 2.355 1.242
10 C 3.135 1.759 0.020
11 C 4.121 2.301 -0.865
12 C 4.584 1.274 -1.624
13 C 3.838 0.109 -1.276
14 C 3.840 -1.084 -1.986
15 C 4.978 -1.345 -2.906
16 C 4.810 -1.679 -4.247
17 C 5.899 -1.944 -5.066
18 C 7.176 -1.871 -4.538
19 I 8.827 -2.285 -5.761
20 C 7.379 -1.528 -3.212
21 C 6.279 -1.268 -2.408
22 C 2.808 -2.005 -1.872
23 N 1.786 -1.894 -0.939
24 C 0.905 -2.908 -1.191
25 C 0.018 -3.403 -0.202
26 C -1.184 -4.141 -0.510
27 C -1.964 -4.730 0.501
28 C -3.110 -5.445 0.204
29 C -3.522 -5.563 -1.115
30 I -5.236 -6.679 -1.574
31 C -2.831 -4.918 -2.130
32 C -1.686 -4.204 -1.824
33 C 0.580 -3.341 1.117
34 C 0.732 -4.426 2.001
35 C 1.508 -3.991 3.048
36 C 1.790 -2.633 2.818
37 N 1.257 -2.255 1.588
38 C 2.291 -1.708 3.738
39 C 2.408 -0.377 3.446
40 C 2.622 0.679 4.392
41 C 2.605 1.845 3.718
42 C 2.465 1.531 2.320
43 N 2.235 0.181 2.184
44 C 2.621 -2.162 5.112
45 C 1.671 -2.803 5.904
46 C 1.986 -3.241 7.182
47 C 3.266 -3.032 7.671
48 I 3.763 -3.719 9.587
49 C 4.224 -2.378 6.914
50 C 3.892 -1.944 5.638
51 C 1.353 -3.654 -2.321
52 C 2.565 -3.143 -2.683
53 N 2.950 0.430 -0.264
54 H 2.023 6.807 0.166
55 H 1.685 4.386 -0.151
56 H 4.421 3.587 3.029
57 H 4.742 5.994 3.381
58 H 4.451 3.327 -0.868
59 H 5.335 1.316 -2.396
60 H 3.816 -1.692 -4.669
61 H 5.746 -2.193 -6.108
62 H 8.379 -1.468 -2.803
63 H 6.424 -1.011 -1.366
64 H -1.698 -4.576 1.538
65 H -3.690 -5.888 1.003
66 H -3.193 -4.947 -3.148
67 H -1.193 -3.651 -2.610
68 H 0.342 -5.418 1.841
69 H 1.825 -4.564 3.903
70 H 2.735 0.543 5.456
71 H 2.687 2.828 4.138
72 H 0.664 -2.928 5.520
73 H 1.235 -3.727 7.790
74 H 5.218 -2.211 7.307
75 H 4.631 -1.435 5.032
76 H 0.875 -4.533 -2.719
77 H 3.203 -3.518 -3.464
78 C -3.870 4.597 -4.311
79 C -3.451 3.237 -4.877
80 C -3.302 3.392 -6.394
81 C -4.577 2.227 -4.604
82 C -2.161 2.743 -4.221
83 C -1.941 2.887 -2.848
84 C -0.827 2.351 -2.232
85 Se -0.244 2.475 -0.412
86 C -1.430 3.577 0.641
87 C -2.356 4.518 0.219
88 C -3.094 5.276 1.133
89 C -2.815 5.094 2.478
90 C -1.868 4.199 2.955
91 C -1.184 3.350 2.032
92 O -0.348 2.434 2.396
93 C -1.470 4.228 4.434
94 C -1.472 2.835 5.083
95 C -2.394 5.119 5.269
96 C -0.062 4.830 4.496
97 C -4.207 6.232 0.697
98 C -3.991 6.734 -0.731
99 C -5.554 5.492 0.750
100 C -4.288 7.458 1.617
101 C 0.120 1.555 -2.944
102 O 1.089 0.977 -2.312
103 C -0.042 1.527 -4.365
104 C -1.177 2.087 -4.942
105 C 1.025 0.895 -5.252
106 C 1.096 -0.603 -4.956
107 C 2.376 1.565 -4.962
108 C 0.743 1.070 -6.745
109 H -4.697 5.015 -4.895
110 H -3.037 5.303 -4.330
111 H -4.212 4.508 -3.283
112 H -4.217 3.824 -6.810
113 H -3.139 2.433 -6.887
114 H -2.466 4.050 -6.643
115 H -5.529 2.573 -5.021
116 H -4.702 2.080 -3.530
117 H -4.333 1.260 -5.047
118 H -2.685 3.392 -2.252
119 H -2.499 4.686 -0.834
120 H -3.363 5.689 3.196
121 H -2.430 2.337 4.922
122 H -1.303 2.928 6.162
123 H -0.693 2.211 4.653
124 H -3.426 4.760 5.236
125 H -2.376 6.157 4.933
126 H -2.062 5.098 6.311
127 H 0.595 4.262 3.847
128 H 0.334 4.810 5.519
129 H -0.073 5.866 4.145
130 H -4.152 5.938 -1.455
131 H -2.979 7.119 -0.868
132 H -4.701 7.534 -0.960
133 H -5.525 4.610 0.108
134 H -6.375 6.139 0.420
135 H -5.762 5.156 1.768
136 H -3.313 7.940 1.708
137 H -4.630 7.195 2.619
138 H -4.998 8.184 1.209
139 H -1.290 2.013 -6.013
140 H 1.283 -0.754 -3.898
141 H 1.894 -1.082 -5.538
142 H 0.149 -1.086 -5.215
143 H 3.164 1.130 -5.582
144 H 2.321 2.634 -5.185
145 H 2.634 1.447 -3.909
146 H -0.167 0.549 -7.054
147 H 1.577 0.650 -7.315
148 H 0.646 2.124 -7.015
149 Cl -0.951 -0.633 0.418
150 Ge -0.972 -0.130 2.964
151 Cl -3.064 0.686 2.922
152 Cl -1.694 -2.290 3.597

The calculation puts the HOMO-LUMO gap (spin up / spin down) at 4.3864 / 4.1214 eV. As for the molecular weight: 1830.742 g/mol. As for the spin multiplicity: 2. The total charge is -2. The calculation puts the energy above the lowest of the compared OMol25 structures with the same formula, charge and spin at 3.814 eV. Its HOMO energy (spin up / spin down) is -1.6919 / -1.7274 eV.